Entry 1:
The following is a DFT calculation (the ωB97M-V functional and the def2-TZVPD basis) of a structure of composition C42H38CoNO4P2.

The geometry in XYZ format:
```
88
Properties=species:S:1:pos:R:3:forces:R:3
Co 0.68035 -0.84201 -0.66654 0.11 -0.02 -0.51
O -0.21858 -0.11860 3.49508 0.13 -0.10 -0.07
C 0.58820 0.31992 2.66540 -0.13 0.16 0.19
O 1.42676 -0.31995 1.96940 0.16 -0.06 0.03
C 0.59095 1.83387 2.44661 0.00 -0.08 0.26
C 0.11301 2.63662 3.47764 -0.10 0.15 0.01
C 0.11491 4.01891 3.36659 0.02 -0.11 -0.06
C 0.57717 4.60576 2.19485 -0.01 -0.07 -0.01
C 1.03565 3.80764 1.15640 -0.07 0.14 -0.07
C 1.06125 2.41775 1.27155 0.34 -0.03 -0.15
P 1.67464 1.31960 -0.07922 -0.04 0.20 0.18
C 1.57339 2.41517 -1.54972 -0.10 0.14 0.00
C 2.46876 3.43412 -1.86938 0.03 0.05 0.02
C 2.26426 4.23976 -2.97985 -0.03 -0.02 -0.01
C 1.15353 4.04136 -3.79072 0.01 -0.01 0.02
C 0.25532 3.02849 -3.48815 0.04 -0.01 0.01
C 0.47159 2.21836 -2.38160 0.06 0.04 -0.01
C 3.48951 1.25794 0.23400 -0.10 0.02 0.01
C 4.00508 1.27534 1.53073 0.01 0.08 -0.14
C 5.37326 1.19051 1.74431 -0.01 -0.01 0.02
C 6.24787 1.07330 0.67119 -0.02 0.00 0.04
C 5.74364 1.04003 -0.61887 -0.07 -0.01 0.00
C 4.37501 1.13442 -0.83654 0.00 -0.12 -0.05
H -0.27118 2.13828 4.35794 0.02 -0.01 0.01
H -0.24783 4.63466 4.18103 0.00 -0.01 0.00
H 0.58053 5.68350 2.08396 -0.01 0.00 0.00
H 1.36661 4.28384 0.24178 0.02 -0.04 0.02
H 3.33899 3.60213 -1.24620 0.00 -0.02 0.01
H 2.97402 5.02454 -3.21130 0.00 0.00 -0.01
H 0.99671 4.66914 -4.65942 -0.01 0.00 0.00
H -0.60759 2.85444 -4.11886 0.00 0.00 0.00
H -0.22111 1.41394 -2.16577 0.01 -0.01 0.02
H 3.33340 1.34467 2.37164 -0.07 0.00 0.08
H 5.75396 1.20704 2.75831 0.01 0.00 0.00
H 7.31473 0.99114 0.84215 -0.01 0.01 0.01
H 6.40550 0.91289 -1.46615 -0.01 0.00 0.00
H 3.99547 1.04684 -1.84628 0.01 0.08 0.03
N 1.92239 -2.44251 0.10489 -0.25 -0.06 0.28
C 3.10736 -2.59445 -0.74086 -0.12 -0.05 0.14
C 3.20961 -1.51461 -1.81466 -0.04 0.01 -0.12
O 4.19984 -1.53099 -2.53815 0.03 0.06 -0.08
O 2.24798 -0.66775 -1.87958 -0.09 -0.14 0.18
H 2.11252 -1.97754 0.99433 0.05 0.00 -0.12
H 1.48287 -3.32710 0.32147 0.04 -0.01 -0.08
H 3.07013 -3.55291 -1.25893 0.02 -0.01 -0.01
H 4.03425 -2.56791 -0.16543 0.03 -0.03 0.00
C -0.49127 -3.17624 2.30975 0.01 0.03 -0.01
C -1.81225 -2.52570 2.60813 -0.05 0.01 0.00
C -2.49755 -2.85981 3.76918 -0.01 0.01 -0.01
C -3.71341 -2.27354 4.09259 0.01 -0.02 0.00
C -4.27174 -1.33422 3.24391 0.03 0.01 -0.03
C -3.60462 -0.99153 2.07475 -0.04 0.02 0.07
C -2.38758 -1.57639 1.74680 0.13 -0.02 0.01
P -1.55242 -1.15435 0.17654 0.49 -0.19 -0.40
C -2.54416 0.25262 -0.45378 -0.05 0.03 0.05
C -2.07097 1.49129 -0.01704 -0.05 -0.01 -0.02
C -2.66058 2.67939 -0.41725 -0.01 -0.02 -0.02
C -3.73857 2.63467 -1.28705 0.00 -0.02 0.01
C -4.22530 1.40814 -1.71513 0.00 0.00 0.00
C -3.65733 0.20292 -1.30356 -0.03 -0.03 -0.03
C -4.27306 -1.08795 -1.77830 0.00 0.04 0.00
C -1.83967 -2.65722 -0.82472 -0.11 -0.03 0.23
C -2.55578 -3.77845 -0.43002 -0.05 0.02 0.04
C -2.46715 -4.95934 -1.15738 0.06 0.06 -0.05
C -1.63691 -5.00438 -2.27375 -0.01 0.03 0.02
C -0.94062 -3.87570 -2.68380 -0.08 -0.02 -0.04
C -1.05158 -2.67066 -1.98329 0.17 0.07 -0.24
C -0.34956 -1.42181 -2.32801 -0.12 -0.07 0.49
H -0.18857 -3.81399 3.14033 -0.01 0.00 0.01
H 0.28043 -2.41513 2.17060 -0.09 0.05 0.04
H -0.55328 -3.79561 1.40928 0.00 0.03 0.01
H -2.05468 -3.58458 4.44242 0.00 0.01 0.01
H -4.21741 -2.54715 5.01169 0.01 0.00 0.00
H -5.21542 -0.86170 3.48627 0.00 0.00 0.00
H -4.03618 -0.24556 1.41896 0.00 -0.01 0.01
H -1.22024 1.52585 0.65114 -0.02 -0.01 0.00
H -2.26566 3.62337 -0.06316 0.01 -0.01 0.00
H -4.20540 3.55004 -1.63009 0.00 0.00 0.00
H -5.07831 1.37573 -2.38412 0.00 0.01 0.00
H -5.22837 -0.88704 -2.26444 0.00 0.00 -0.01
H -4.44603 -1.77732 -0.95099 -0.01 0.03 -0.01
H -3.62648 -1.60587 -2.48933 -0.01 0.01 0.01
H -3.16070 -3.74354 0.47027 0.01 0.00 0.00
H -3.01463 -5.83800 -0.84110 0.00 -0.01 0.00
H -1.53538 -5.92817 -2.83198 0.00 0.00 0.00
H -0.30279 -3.91293 -3.55998 -0.02 -0.01 -0.01
H -1.06445 -0.60448 -2.47516 -0.06 -0.06 -0.23
H 0.31096 -1.49525 -3.18822 0.05 -0.02 0.01
```
Forces are in eV/Å.

The value obtained for the orbital gap (alpha / beta) is 0.2572 / 0.2710 Ha. Its expectation value of S² is 0.880. As for the total charge: -1. Its LUMO energy (alpha / beta) is 2.63 / 2.63 eV. Its HOMO energy (alpha / beta) is -0.1606 / -0.1743 Eh. Its electronic energy is -4044.62168 Eh. The spin multiplicity is 2.



Entry 2:
The following is a DFT calculation (the ωB97M-V functional and the def2-TZVPD basis) of an isolated molecule of C3H4OS.

The geometry in XYZ format:
```
9
Properties=species:S:1:pos:R:3:forces:R:3
C -1.31666 0.10514 -0.09190 -0.44 1.23 -0.03
C 1.09269 -0.17771 0.13765 -0.67 -4.42 -1.14
C -0.09410 -0.77784 -0.12360 1.33 1.57 -0.90
O -2.34300 -0.26901 0.31120 -1.12 -0.71 0.15
S -1.56208 2.28514 -0.53751 -0.55 -2.41 -0.68
H 1.40199 0.78799 0.27049 -0.40 2.66 0.47
H 1.96265 -0.82918 0.12134 -0.05 -0.18 0.13
H -0.21712 -1.87941 -0.45774 0.07 2.12 0.99
H -2.82692 2.02742 -1.17085 1.83 0.13 1.00
```
Forces are in eV/Å.

The value obtained for the orbital gap is 0.3295 Ha. As for the total charge: 0. Its LUMO energy is -0.13 eV. Its HOMO energy is -0.3344 Eh. Its electronic energy is -590.04581 Eh. Its structure (SMILES) is C=CC(=O)S.



Entry 3:
The following is a DFT calculation (the ωB97M-V functional and the def2-TZVPD basis) of an isolated molecule of C6H8F3N3.

The geometry in XYZ format:
```
20
Properties=species:S:1:pos:R:3:forces:R:3
C 2.39820 0.27230 1.40284 -1.82 0.30 -3.09
C 1.18306 -0.34785 1.34487 0.64 1.02 0.00
C 1.44338 0.91666 -0.44307 1.42 1.69 2.21
C -0.88802 -1.78831 -0.42341 -1.05 -3.93 -1.13
C -0.78085 -0.30365 -0.42177 1.47 -0.09 1.77
C -2.04010 0.26017 0.23228 -0.15 0.97 0.45
N 2.57136 1.07205 0.25140 -1.02 -0.89 0.07
N 0.54216 0.16285 0.22969 -2.31 -1.01 -1.91
N 1.07064 1.70003 -1.48716 -3.98 -1.87 -0.17
F -3.16846 0.07994 -0.46495 0.28 -0.22 -0.91
F -2.29195 -0.34347 1.39072 0.33 0.51 0.89
F -1.93845 1.61177 0.39228 0.17 -0.76 0.30
H 3.15505 0.27157 2.09425 1.44 -0.39 1.60
H 0.67520 -1.04541 1.93010 -0.46 -0.81 1.05
H -1.31200 -2.17808 0.52887 0.07 0.40 -0.66
H -1.58306 -2.26071 -1.30798 1.59 1.52 2.15
H 0.06884 -2.37209 -0.48444 -0.56 1.09 -0.31
H -0.81486 0.05728 -1.40517 0.39 0.61 -1.42
H 1.67441 2.34974 -1.85172 1.49 1.66 -0.65
H 0.03545 1.88523 -1.50759 2.05 0.19 -0.26
```
Forces are in eV/Å.

The value obtained for the orbital gap is 0.3190 Ha. As for the total charge: 0. Its LUMO energy is 0.74 eV. Its HOMO energy is -0.2917 Eh. Its electronic energy is -697.28950 Eh. Its structure (SMILES) is C[C@H](n1ccnc1N)C(F)(F)F.



Energy above the lowest of the compared OMol25 structures with the same formula, charge and spin values, unit kJ/mol, following the record order: 0.0 207.0 24.5.